{
  "formula": "C40H55MoN9O2SbSe2",
  "method": "ωB97M-V with the def2-TZVPD basis set",
  "multiplicity": 3,
  "homo_lumo_gap_ha": [0.2693, 0.2064],
  "s_squared": 2.01,
  "total_charge": 3,
  "largest_force_ev_per_a": 1.7,
  "symbols": ["Mo", "O", "C", "N", "C", "O", "C", "C", "C", "C", "C", "N", "C", "C", "C", "C", "C", "N", "H", "H", "H", "H", "H", "H", "H", "H", "Se", "Se", "C", "C", "C", "C", "C", "N", "C", "C", "C", "C", "C", "N", "H", "H", "H", "H", "H", "H", "H", "H", "C", "C", "C", "C", "Sb", "C", "C", "C", "C", "C", "C", "C", "C", "H", "H", "H", "H", "H", "H", "H", "H", "H", "H", "H", "H", "H", "H", "H", "H", "H", "H", "H", "H", "H", "H", "H", "H", "H", "H", "H", "C", "N", "C", "N", "C", "N", "C", "N", "C", "C", "H", "H", "H", "H", "H", "H", "H", "H", "H", "H", "H", "H"],
  "positions_angstrom": [[0.444, -1.132, 0.639], [-2.263, -1.529, -2.488], [-1.421, -1.144, -1.729], [-1.335, -1.302, -0.353], [-2.490, -1.520, 0.417], [-3.495, -2.075, 0.086], [-2.325, -0.863, 1.766], [-3.393, -0.694, 2.617], [-3.194, 0.009, 3.797], [-1.931, 0.516, 4.065], [-0.909, 0.286, 3.166], [-1.090, -0.398, 2.028], [-0.284, -0.257, -2.161], [-0.177, 0.184, -3.462], [0.824, 1.085, -3.780], [1.651, 1.534, -2.758], [1.486, 1.035, -1.483], [0.549, 0.121, -1.174], [-4.352, -1.110, 2.336], [-4.010, 0.165, 4.492], [-1.730, 1.073, 4.970], [0.091, 0.642, 3.374], [-0.888, -0.194, -4.188], [0.952, 1.440, -4.795], [2.438, 2.254, -2.948], [2.134, 1.372, -0.685], [-0.094, -3.028, 3.953], [2.191, -3.345, 3.918], [2.648, -1.656, 3.134], [3.758, -0.928, 3.554], [3.978, 0.338, 3.040], [3.096, 0.888, 2.106], [2.061, 0.082, 1.718], [1.847, -1.144, 2.209], [-0.603, -3.832, 2.282], [-1.328, -5.007, 2.398], [-1.747, -5.671, 1.257], [-1.380, -5.150, 0.030], [-0.660, -3.979, -0.003], [-0.283, -3.281, 1.088], [4.417, -1.349, 4.303], [4.821, 0.922, 3.386], [3.227, 1.890, 1.718], [1.170, 0.507, 1.136], [-1.551, -5.394, 3.382], [-2.334, -6.578, 1.328], [-1.659, -5.629, -0.899], [-0.401, -3.554, -0.957], [-1.524, 6.281, 2.012], [-1.155, 4.801, 1.948], [-2.295, 3.942, 2.480], [0.150, 4.508, 2.685], [-0.798, 4.195, -0.140], [0.606, 5.559, -1.206], [0.403, 6.974, -0.686], [1.997, 5.028, -0.886], [0.273, 5.441, -2.685], [-2.686, 3.690, -1.182], [-3.317, 2.530, -0.421], [-3.526, 4.961, -1.145], [-2.318, 3.267, -2.597], [-1.843, 6.500, 3.038], [-2.360, 6.541, 1.358], [-0.688, 6.935, 1.790], [-2.386, 4.130, 3.556], [-2.120, 2.872, 2.343], [-3.252, 4.206, 2.029], [0.026, 4.773, 3.741], [0.985, 5.098, 2.301], [0.417, 3.447, 2.638], [0.782, 7.099, 0.326], [-0.635, 7.308, -0.729], [0.981, 7.646, -1.332], [2.208, 5.031, 0.185], [2.736, 5.683, -1.363], [2.150, 4.020, -1.277], [-0.712, 5.847, -2.922], [0.333, 4.413, -3.048], [1.007, 6.032, -3.245], [-3.675, 2.815, 0.565], [-2.633, 1.682, -0.320], [-4.183, 2.181, -0.996], [-3.762, 5.279, -0.127], [-4.480, 4.758, -1.648], [-3.054, 5.791, -1.677], [-1.640, 2.409, -2.603], [-1.877, 4.073, -3.178], [-3.237, 2.961, -3.109], [3.578, -1.441, -0.422], [4.697, -2.067, -1.082], [4.383, -2.241, -2.507], [3.182, -3.063, -2.682], [2.074, -2.412, -2.032], [2.288, -2.216, -0.545], [2.598, -3.592, 0.017], [3.718, -4.228, -0.633], [4.911, -3.393, -0.486], [3.417, -4.375, -2.063], [3.419, -0.452, -0.850], [3.817, -1.348, 0.636], [5.224, -2.720, -3.004], [4.221, -1.261, -2.964], [1.173, -3.009, -2.173], [1.933, -1.436, -2.488], [1.726, -4.218, -0.111], [2.799, -3.482, 1.079], [5.753, -3.876, -0.977], [5.146, -3.278, 0.574], [2.532, -5.002, -2.188], [4.257, -4.858, -2.559]],
  "forces_ev_per_a": [[-0.11, -1.37, -0.96], [-0.08, -0.06, -0.04], [0.06, 0.07, 0.24], [-0.50, 0.12, -0.19], [0.24, 0.10, -0.06], [-0.10, -0.04, -0.06], [0.23, -0.02, -0.22], [-0.14, -0.04, 0.08], [-0.02, 0.01, 0.04], [-0.07, 0.02, 0.09], [0.03, -0.10, -0.07], [-0.17, 0.12, 0.20], [-0.10, -0.08, 0.23], [-0.02, 0.00, -0.18], [0.00, 0.00, -0.07], [0.06, 0.07, -0.09], [0.03, -0.08, 0.09], [0.11, 0.26, -0.12], [0.01, 0.01, 0.01], [0.02, -0.01, -0.02], [-0.01, -0.01, -0.02], [0.04, 0.00, 0.00], [0.04, 0.02, 0.01], [-0.01, -0.01, 0.05], [-0.04, -0.03, 0.00], [0.04, -0.05, 0.04], [-0.03, 0.09, -0.02], [0.10, 0.02, -0.03], [-0.13, -0.17, 0.04], [0.18, 0.04, 0.05], [0.13, 0.02, 0.07], [0.10, 0.10, -0.08], [-0.13, -0.01, 0.29], [0.13, 0.43, 0.15], [0.17, 0.05, -0.14], [-0.02, -0.03, -0.02], [-0.07, -0.06, 0.02], [-0.05, -0.12, -0.04], [0.04, 0.14, 0.09], [-0.24, -0.15, 0.34], [-0.03, 0.07, 0.01], [0.00, -0.05, 0.00], [-0.01, -0.05, 0.02], [0.37, 0.64, 0.29], [0.00, -0.01, 0.00], [0.03, 0.01, 0.01], [0.01, 0.01, 0.02], [0.03, 0.05, -0.08], [-0.12, -0.03, 0.17], [0.08, -0.08, -0.30], [0.03, 0.02, 0.21], [-0.04, 0.10, 0.15], [-0.09, 0.19, 0.06], [-0.38, -0.40, 0.22], [0.12, 0.13, -0.20], [0.14, 0.20, -0.13], [0.22, 0.22, -0.11], [0.44, 0.09, 0.16], [-0.23, -0.04, -0.19], [-0.20, -0.09, -0.09], [-0.25, -0.03, -0.11], [0.02, 0.00, -0.05], [0.03, -0.02, 0.03], [0.04, 0.02, -0.02], [-0.01, -0.01, -0.05], [0.00, 0.03, 0.00], [0.03, 0.02, 0.03], [0.02, -0.01, -0.05], [-0.04, -0.02, 0.01], [-0.02, 0.01, 0.01], [0.00, -0.01, 0.02], [0.03, -0.02, -0.01], [-0.02, -0.03, 0.06], [0.00, 0.00, -0.01], [-0.03, -0.05, 0.03], [-0.01, 0.02, 0.01], [0.06, 0.00, 0.02], [0.02, 0.02, 0.01], [-0.05, -0.04, 0.02], [0.00, -0.03, -0.04], [0.02, -0.01, -0.01], [0.05, 0.02, 0.05], [0.01, -0.02, -0.04], [0.07, 0.03, 0.03], [-0.01, -0.03, 0.02], [-0.01, 0.02, 0.01], [-0.06, -0.06, 0.02], [0.05, 0.00, 0.02], [0.05, -0.14, -0.06], [-0.11, -0.07, -0.04], [-0.04, -0.02, 0.08], [0.04, -0.01, 0.12], [0.10, -0.08, 0.06], [-0.07, -0.02, 0.05], [0.14, 0.07, -0.18], [-0.03, 0.12, -0.07], [-0.06, 0.04, -0.03], [0.00, 0.08, 0.06], [0.00, 0.06, -0.03], [0.03, -0.01, 0.04], [0.01, 0.00, 0.00], [0.00, 0.00, 0.00], [-0.07, -0.02, 0.00], [0.03, 0.06, -0.03], [-0.12, -0.08, -0.02], [0.02, 0.02, 0.10], [0.02, -0.01, -0.01], [0.00, 0.00, 0.01], [0.00, 0.02, 0.01], [0.01, -0.01, -0.01]]
}



{
  "formula": "C40H56Cl3GaN2O3S",
  "method": "ωB97M-V with the def2-TZVPD basis set",
  "homo_lumo_gap_ha": 0.2543,
  "total_charge": 2,
  "largest_force_ev_per_a": 0.1,
  "symbols": ["Ga", "C", "C", "C", "C", "C", "C", "C", "C", "C", "C", "C", "C", "C", "C", "C", "C", "C", "H", "H", "H", "H", "H", "H", "H", "H", "H", "H", "H", "H", "H", "H", "H", "H", "H", "H", "H", "H", "H", "H", "H", "H", "H", "H", "H", "H", "H", "C", "C", "C", "O", "C", "H", "H", "H", "H", "H", "H", "H", "H", "C", "C", "C", "O", "H", "H", "H", "H", "H", "H", "Cl", "C", "C", "C", "C", "C", "C", "N", "C", "C", "N", "C", "O", "C", "C", "C", "Cl", "S", "C", "C", "C", "Cl", "C", "H", "H", "H", "H", "H", "H", "H", "H", "H", "H", "H", "H", "H"],
  "positions_angstrom": [[-0.243, 0.853, 1.915], [2.235, 0.275, 2.257], [2.693, -0.385, 1.149], [2.354, 0.451, -0.031], [1.754, 1.584, 0.435], [1.597, 1.563, 1.899], [1.912, 2.826, 2.724], [3.415, 3.099, 2.587], [1.566, 2.629, 4.201], [1.125, 4.025, 2.197], [2.502, 0.212, -1.533], [3.939, -0.112, -1.960], [1.520, -0.887, -1.964], [2.104, 1.472, -2.317], [3.556, -1.645, 1.299], [3.365, -2.268, 2.691], [3.288, -2.770, 0.291], [5.030, -1.205, 1.209], [2.389, -0.036, 3.278], [1.452, 2.419, -0.176], [4.004, 2.275, 2.992], [3.683, 4.005, 3.133], [3.697, 3.238, 1.543], [2.074, 1.760, 4.626], [0.487, 2.520, 4.349], [1.883, 3.500, 4.776], [1.348, 4.234, 1.149], [1.380, 4.920, 2.765], [0.047, 3.868, 2.305], [4.318, -1.045, -1.557], [4.618, 0.688, -1.659], [3.980, -0.189, -3.048], [1.679, -1.832, -1.450], [1.596, -1.061, -3.039], [0.499, -0.551, -1.755], [2.724, 2.330, -2.053], [1.053, 1.734, -2.170], [2.238, 1.284, -3.383], [2.321, -2.532, 2.883], [3.714, -1.615, 3.492], [3.947, -3.187, 2.753], [2.265, -3.148, 0.357], [3.952, -3.605, 0.517], [3.473, -2.484, -0.738], [5.257, -0.483, 1.995], [5.269, -0.745, 0.254], [5.682, -2.070, 1.341], [-2.518, 4.094, 0.595], [-3.579, 3.552, 1.555], [-2.832, 2.502, 2.355], [-1.764, 2.031, 1.445], [-1.748, 2.850, 0.217], [-1.866, 4.808, 1.097], [-2.949, 4.577, -0.279], [-4.408, 3.104, 1.006], [-3.983, 4.324, 2.206], [-3.429, 1.634, 2.624], [-2.345, 2.908, 3.240], [-2.245, 2.272, -0.564], [-0.708, 3.018, -0.050], [-0.027, -1.367, 4.728], [-0.760, -0.077, 4.754], [-1.214, 0.472, 6.051], [-1.015, 0.547, 3.709], [0.620, -1.469, 5.599], [0.538, -1.492, 3.808], [-0.775, -2.164, 4.797], [-1.645, -0.311, 6.676], [-1.909, 1.296, 5.919], [-0.322, 0.832, 6.578], [-0.002, -4.588, -6.365], [-1.015, -3.849, -5.184], [-0.453, -3.285, -4.051], [-1.279, -2.666, -3.131], [-2.660, -2.590, -3.305], [-3.544, -1.866, -2.320], [-3.475, -2.412, -0.887], [-2.280, -1.993, -0.142], [-1.233, -2.787, 0.271], [-0.379, -1.983, 0.950], [-0.903, -0.702, 0.958], [-2.053, -0.755, 0.287], [-3.376, -0.445, -2.214], [-2.463, 0.241, -3.074], [-2.786, 0.127, -4.529], [-1.849, 0.030, -5.515], [-0.141, 0.050, -5.310], [-2.534, -0.099, -7.077], [-4.113, -0.014, -6.424], [-4.103, 0.110, -5.071], [-3.195, -3.212, -4.437], [-4.906, -3.269, -4.720], [-2.386, -3.828, -5.378], [0.618, -3.316, -3.906], [-0.821, -2.201, -2.270], [-4.577, -2.039, -2.623], [-3.499, -3.499, -0.895], [-4.340, -2.054, -0.329], [-1.186, -3.836, 0.035], [0.568, -2.209, 1.407], [-2.727, 0.063, 0.106], [-1.432, -0.082, -2.902], [-2.543, 1.282, -2.749], [-4.967, -0.061, -7.079], [-4.999, 0.175, -4.470], [-2.824, -4.288, -6.252]],
  "forces_ev_per_a": [[0.04, -0.06, -0.03], [0.01, -0.04, -0.07], [-0.01, -0.02, 0.01], [0.04, 0.02, 0.00], [-0.02, 0.04, 0.00], [-0.03, -0.04, 0.06], [0.02, -0.01, 0.01], [0.00, 0.01, 0.00], [0.01, -0.02, 0.01], [0.00, 0.00, -0.01], [0.00, 0.00, -0.01], [0.00, 0.00, 0.00], [0.00, 0.00, -0.01], [0.00, 0.00, 0.00], [0.00, 0.00, -0.01], [0.00, 0.03, 0.01], [0.00, 0.01, -0.01], [0.01, 0.00, -0.01], [0.03, 0.02, -0.02], [0.01, 0.00, 0.00], [0.00, 0.00, 0.00], [0.00, 0.00, 0.00], [0.00, 0.00, 0.00], [0.00, 0.00, 0.00], [0.00, 0.02, -0.01], [0.01, 0.00, 0.00], [0.00, 0.00, 0.00], [0.00, 0.00, 0.00], [-0.01, 0.00, 0.00], [0.01, 0.00, 0.00], [0.00, 0.00, 0.00], [0.00, 0.00, 0.00], [0.00, 0.00, 0.00], [0.00, 0.00, 0.00], [0.00, 0.00, 0.01], [0.00, 0.00, 0.00], [0.00, 0.00, 0.00], [0.00, 0.00, 0.00], [-0.01, -0.02, -0.01], [-0.01, 0.01, 0.00], [0.01, 0.00, 0.01], [-0.01, 0.01, 0.01], [0.00, 0.00, 0.00], [0.00, -0.01, 0.00], [0.00, 0.00, 0.00], [0.00, 0.00, 0.00], [0.00, 0.00, 0.00], [0.00, 0.00, 0.00], [0.00, 0.00, 0.00], [0.01, 0.01, 0.00], [-0.01, -0.02, -0.02], [0.00, 0.01, 0.01], [0.01, 0.00, 0.00], [0.00, 0.00, 0.00], [0.01, -0.01, -0.01], [-0.02, -0.01, 0.00], [0.00, 0.01, 0.03], [0.02, 0.01, -0.01], [0.00, 0.00, -0.01], [0.00, 0.01, 0.01], [0.02, 0.01, 0.02], [-0.03, -0.04, -0.02], [-0.04, -0.01, 0.00], [-0.02, 0.12, 0.04], [0.00, 0.00, 0.00], [0.01, -0.01, -0.01], [0.00, 0.00, 0.01], [0.01, -0.01, 0.00], [0.00, -0.01, 0.00], [0.00, 0.00, 0.00], [0.00, 0.00, 0.00], [0.01, 0.00, 0.00], [0.00, 0.00, 0.00], [0.01, 0.02, 0.00], [0.01, 0.00, 0.01], [-0.03, 0.00, -0.03], [-0.01, -0.02, -0.02], [-0.01, 0.01, 0.01], [0.01, 0.00, -0.02], [0.02, 0.01, -0.03], [-0.03, -0.02, 0.05], [-0.02, -0.01, 0.01], [0.09, -0.02, 0.07], [-0.05, 0.01, -0.03], [0.01, -0.01, -0.01], [0.00, -0.01, 0.00], [-0.01, 0.00, 0.00], [0.00, 0.01, 0.00], [0.00, 0.00, 0.00], [0.00, 0.00, 0.01], [-0.01, -0.02, 0.00], [0.00, 0.00, 0.00], [0.00, 0.00, 0.00], [0.00, 0.00, 0.00], [0.00, 0.00, 0.00], [0.00, 0.01, -0.03], [-0.01, 0.00, 0.01], [0.00, 0.01, 0.00], [0.00, 0.00, 0.01], [0.00, -0.01, 0.01], [0.00, 0.00, 0.01], [0.01, 0.01, 0.01], [-0.01, 0.00, -0.01], [0.00, 0.00, 0.00], [0.00, 0.00, 0.00], [0.00, 0.00, 0.00]]
}